(1)
The following is a quantum chemistry calculation of C5H7N3 in the gas phase at a distorted geometry, from the Open Molecules 2025 dataset.

Last column: natural (NBO) charge in e.
Atoms and positions in Å:
H 0.083 -1.754 -2.191  0.3162
N 0.439 -0.919 -2.655  -0.6721
C 0.622 0.000 -1.807  0.2681
N 0.392 -0.096 -0.446  -0.4346
C -0.252 -1.161 0.307  -0.2155
C -0.346 -0.244 1.558  -0.3978
C 0.481 0.826 0.775  -0.0891
C -0.307 2.154 0.649  0.2518
N -0.973 3.063 0.580  -0.3091
H 0.719 0.947 -2.318  0.1934
H -1.327 -1.282 -0.192  0.1921
H 0.249 -2.164 0.342  0.2104
H 0.059 -0.556 2.475  0.2220
H -1.334 0.131 1.778  0.2299
H 1.495 1.055 1.145  0.2344

Properties
* energy above the lowest of the compared OMol25 structures with the same formula, charge and spin: 68.9 kcal/mol
* total energy: -358.90856 Eh
* orbital gap: 9.9381 eV
* LUMO energy: 0.66 eV
* net charge: 0

***

(2)
The following is a quantum chemistry calculation of C6H12OS in the gas phase at a distorted geometry, from the Open Molecules 2025 dataset.

Last column: natural (NBO) charge in e.
Atoms and positions in Å:
C 2.065 1.212 1.669  -0.6199
C 0.670 1.085 1.109  -0.0905
C -0.467 1.493 1.948  -0.6426
C 0.420 0.628 -0.125  0.1394
O -0.751 0.362 -0.673  -0.5104
C -0.831 -0.524 -1.751  -0.0621
C -0.967 -1.997 -1.273  -0.5488
S -0.718 -3.211 -2.603  -0.0421
H 2.190 2.114 2.264  0.2098
H 2.423 0.363 2.242  0.2126
H 2.735 1.248 0.813  0.2132
H -0.943 0.664 2.525  0.2127
H -0.194 2.251 2.674  0.2095
H -1.280 1.894 1.332  0.2225
H 1.253 0.331 -0.760  0.1491
H -1.733 -0.217 -2.329  0.1935
H 0.078 -0.458 -2.397  0.1774
H -0.238 -2.205 -0.483  0.2327
H -1.911 -2.116 -0.791  0.2175
H -1.803 -2.917 -3.391  0.1265

Properties
* energy above the lowest of the compared OMol25 structures with the same formula, charge and spin: 28.7 kcal/mol
* total energy: -709.19359 Eh
* orbital gap: 9.0014 eV
* LUMO energy: 0.86 eV
* net charge: 0

***

(3)
The following is a quantum chemistry calculation of a molecular structure, C30H42N10O4PYb at a distorted geometry, from the Open Molecules 2025 dataset.

Last column: Löwdin charge in e.
Atoms and positions in Å:
Yb 0.653 -0.779 -0.114  1.6210
C 0.860 -2.711 1.588  -0.2044
C 2.129 -2.507 0.943  -0.1902
C 2.614 -1.306 1.493  -0.2314
C 1.706 -0.744 2.372  -0.1731
C 0.596 -1.630 2.374  -0.2272
H 0.303 -3.617 1.367  0.1127
H 2.453 -3.020 0.117  0.0647
H 3.593 -0.943 1.264  0.1041
H 1.921 0.245 2.850  0.1152
H -0.283 -1.553 2.988  0.0949
C -1.446 4.359 1.264  -0.0171
N -1.007 3.005 1.600  -0.1239
C -0.628 2.731 3.000  -0.0139
C -0.822 1.987 0.718  -0.4092
N -0.659 0.730 0.978  0.0288
N -0.772 2.369 -0.615  0.1527
C -1.085 1.569 -1.659  -0.5119
N -1.806 2.196 -2.617  0.1885
N -0.639 0.376 -1.751  0.0626
H -1.775 4.806 2.194  0.0985
H -2.294 4.290 0.598  0.0898
H -0.625 4.941 0.800  0.1073
H -0.404 3.649 3.564  0.1079
H 0.278 2.128 3.011  0.0795
H -1.425 2.229 3.552  0.0880
H -0.899 0.581 2.005  0.0843
H -0.682 3.337 -0.848  0.1372
H -2.167 3.127 -2.371  0.1312
H -1.997 1.855 -3.547  0.1238
H -1.109 -0.096 -2.470  0.0552
C 1.026 -1.287 -4.441  0.0244
C 0.870 -2.086 -3.187  -0.4668
O 1.452 -1.756 -2.104  -0.1309
N 0.029 -3.141 -3.177  0.1110
C -0.158 -4.032 -2.002  -0.0703
C -1.290 -3.637 -1.112  -0.2716
C -2.350 -4.487 -0.906  -0.0136
C -3.459 -4.065 -0.234  -0.0270
C -3.465 -2.781 0.331  -0.0053
C -2.313 -1.978 0.126  -0.1110
N -1.292 -2.373 -0.671  0.0246
H 0.396 -1.766 -5.198  0.0940
H 2.081 -1.132 -4.748  0.1144
H 0.555 -0.305 -4.190  0.0863
H -0.464 -3.495 -3.949  0.1371
H 0.846 -4.015 -1.498  0.1400
H -0.238 -4.997 -2.461  0.1282
H -2.337 -5.474 -1.385  0.1367
H -4.338 -4.719 -0.191  0.1320
H -4.358 -2.373 0.813  0.1049
H -2.337 -0.933 0.314  0.0652
C -5.573 -2.400 3.824  -0.0967
O -4.284 -1.823 4.240  -0.3931
P -3.720 -0.394 3.636  0.7847
O -4.729 0.647 4.417  -0.3746
C -5.395 0.409 5.683  -0.0823
O -2.366 -0.349 4.459  -0.4079
C -2.110 -0.693 5.840  -0.0882
H -6.214 -1.602 3.498  0.0657
H -6.063 -2.898 4.725  0.1174
H -5.388 -3.146 3.061  0.0626
H -6.166 -0.320 5.546  0.0701
H -5.740 1.349 6.082  0.0944
H -4.729 -0.011 6.394  0.0548
H -1.009 -0.619 6.037  0.1021
H -2.350 -1.758 6.014  0.0940
H -2.660 -0.115 6.558  0.0660
N 7.710 2.950 -7.470  0.1894
C 6.955 2.818 -6.646  -0.1668
C 6.142 2.568 -5.463  -0.1920
C 4.744 2.446 -5.510  -0.0114
C 4.025 2.243 -4.375  -0.0156
C 4.667 2.145 -3.133  -0.2034
C 6.017 2.331 -3.090  0.0062
C 6.779 2.602 -4.234  0.0122
N 3.922 1.837 -1.984  -0.0027
C 4.117 2.234 -0.685  -0.0204
C 3.112 1.712 0.027  -0.1031
N 2.315 0.950 -0.828  -0.0215
C 2.808 1.069 -2.019  -0.1375
H 4.248 2.401 -6.438  0.1147
H 2.937 2.217 -4.378  0.1157
H 6.522 2.234 -2.083  0.1437
H 7.820 2.818 -4.163  0.1258
H 4.885 2.966 -0.457  0.1421
H 2.883 1.796 1.061  0.0969
H 2.450 0.614 -2.926  0.1108

Properties
* spin multiplicity: 2
* energy above the lowest of the compared OMol25 structures with the same formula, charge and spin: 22.5 kcal/mol
* <S²>: 0.75
* total energy: -3516.64734 Eh
* orbital gap (alpha / beta): 8.4927 / 8.4831 eV
* LUMO energy (alpha / beta): -4.71 / -4.72 eV
* net charge: +2